{
  "formula": "C5H5Cl3O",
  "method": "ωB97M-V with the def2-TZVPD basis set",
  "relative_energy_kcal_mol": 53.4,
  "e_homo_ev": -8.86,
  "gap_ev": 9.20,
  "e_tot_ha": -1649.1357,
  "species": ["H", "O", "H", "H", "C", "H", "C", "H", "Cl", "C", "C", "Cl", "C", "Cl"],
  "xyz": [[2.046, 1.048, -0.259], [1.070, 1.462, 1.434], [0.753, 2.260, -0.459], [-1.334, -0.595, -1.739], [-0.521, -2.749, 0.804], [1.026, -1.105, 1.011], [0.075, -1.121, 0.482], [0.239, 1.834, 1.751], [-0.828, 1.555, -2.604], [1.024, 1.315, 0.037], [0.081, 0.248, -0.434], [-1.727, -3.226, -0.307], [-0.719, 0.255, -1.488], [-1.184, -1.180, 1.770]],
  "forces_ev_per_angstrom": [[-0.2, 0.1, 0.0], [-0.1, 0.0, 0.4], [0.2, -0.2, 0.0], [-0.1, 0.0, 0.0], [2.1, 2.2, -1.2], [-0.2, -0.1, 0.1], [0.4, -0.2, -0.2], [0.0, 0.0, -0.1], [0.0, 0.2, -0.1], [0.1, 0.2, -0.5], [-0.8, -3.1, 1.3], [-0.8, -0.2, -0.8], [0.1, -0.1, 0.1], [-0.7, 1.3, 1.1]]
}

{
  "formula": "C5H5Cl4N",
  "method": "ωB97M-V with the def2-TZVPD basis set",
  "relative_energy_kcal_mol": 13.0,
  "e_homo_ev": -7.96,
  "gap_ev": 7.95,
  "smiles": "ClC(Cl)(Cl)Cl.c1cc[nH]c1",
  "e_tot_ha": -2089.0015,
  "species": ["C", "N", "C", "H", "H", "H", "Cl", "H", "C", "Cl", "C", "C", "Cl", "H", "Cl"],
  "xyz": [[-13.639, 6.300, -20.410], [-13.752, 7.757, -22.096], [-14.992, 7.150, -21.997], [-13.290, 5.814, -19.511], [-11.950, 7.565, -20.902], [-13.569, 8.576, -22.658], [-12.201, 12.594, -22.433], [-15.633, 5.450, -20.750], [-12.058, 11.040, -23.301], [-13.763, 10.512, -23.440], [-14.861, 6.146, -21.044], [-12.926, 7.209, -21.198], [-11.255, 11.370, -24.809], [-15.865, 7.424, -22.571], [-11.180, 9.827, -22.443]],
  "forces_ev_per_angstrom": [[1.6, 0.1, -1.1], [-1.2, 0.0, -0.6], [0.6, -0.9, 0.2], [0.1, -0.2, -0.3], [0.0, 0.3, -0.6], [0.1, -0.6, 0.2], [0.5, -0.1, 0.3], [-0.1, 0.2, 0.0], [-0.8, 1.0, 0.3], [0.1, 0.3, -0.9], [-1.8, 0.8, 0.0], [0.5, -0.5, 2.8], [-0.2, -0.2, -0.6], [0.3, 0.0, -0.2], [0.4, -0.2, 0.5]]
}

{
  "formula": "C5H5ClF2",
  "method": "ωB97M-V with the def2-TZVPD basis set",
  "relative_energy_kcal_mol": 48.4,
  "e_homo_ev": -9.10,
  "gap_ev": 10.02,
  "smiles": "C=C[C@@]1(F)C[C@]1(F)Cl",
  "e_tot_ha": -853.3541,
  "species": ["Cl", "H", "C", "C", "H", "H", "C", "H", "H", "F", "C", "C", "F"],
  "xyz": [[-2.934, -0.354, -0.182], [-1.208, -0.322, 2.201], [-1.472, 0.418, 0.155], [-0.764, 0.269, 1.443], [1.331, -1.490, -1.541], [-0.359, 1.183, 1.876], [1.769, -0.492, -1.383], [2.643, -0.145, -1.717], [1.463, 1.275, -0.339], [-1.360, 1.532, -0.509], [-0.077, -0.391, 0.287], [1.106, 0.224, -0.481], [-0.137, -1.708, 0.189]],
  "forces_ev_per_angstrom": [[-1.1, -0.8, -0.1], [-0.4, -0.8, 0.4], [2.4, -2.6, 0.8], [0.5, 1.3, 0.3], [1.0, 0.3, -0.4], [0.2, -0.1, -0.2], [-4.1, -1.9, 2.3], [3.1, 1.0, -1.9], [-0.8, -1.0, 0.5], [0.2, 2.4, -0.9], [-0.7, 3.2, -1.5], [-0.2, 0.5, 0.5], [-0.1, -1.4, 0.1]]
}

{
  "formula": "C5H5ClFN",
  "method": "ωB97M-V with the def2-TZVPD basis set",
  "multiplicity": 3,
  "relative_energy_kcal_mol": 0.0,
  "e_homo_ev": [-7.79, -9.08],
  "gap_ev": [8.39, 8.62],
  "s_squared": 2.02,
  "e_tot_ha": -808.1046,
  "species": ["H", "H", "C", "C", "C", "H", "H", "H", "Cl", "C", "N", "F", "C"],
  "xyz": [[1.225, -2.744, 0.538], [-0.590, 1.389, -1.407], [-0.731, 1.142, -0.400], [-1.843, 0.149, -0.468], [0.548, 0.462, 0.202], [-0.892, -1.882, -1.757], [-1.004, 2.021, 0.137], [1.223, 1.254, 0.474], [-2.805, -0.401, 0.869], [0.521, -1.948, 0.038], [0.939, -0.688, 0.394], [-2.458, 0.046, -1.654], [-0.097, -2.204, -1.046]],
  "forces_ev_per_angstrom": [[-1.8, 1.2, -0.7], [0.7, 0.6, -1.6], [-0.4, -3.2, 1.3], [-0.5, -0.1, 0.6], [-1.4, 2.9, -0.6], [1.3, -0.2, 0.6], [0.0, 0.7, 0.7], [0.6, 0.3, 0.4], [0.6, 0.5, -0.7], [2.7, -1.4, 1.5], [1.3, -0.2, 1.0], [-0.3, -0.1, 0.0], [-2.9, -1.1, -2.5]]
}

{
  "formula": "C5H5ClN4S",
  "method": "ωB97M-V with the def2-TZVPD basis set",
  "relative_energy_kcal_mol": 24.3,
  "e_homo_ev": -9.15,
  "gap_ev": 7.99,
  "smiles": "C[C@H]1N=C(Cl)[C@H](C#N)[N+]([S-])=N1",
  "e_tot_ha": -1270.7777,
  "species": ["H", "H", "Cl", "C", "S", "H", "C", "N", "C", "C", "N", "H", "N", "C", "N", "H"],
  "xyz": [[-0.986, 0.339, -1.215], [-3.045, -0.592, -0.062], [2.202, 2.197, 1.081], [-0.959, 0.172, -0.172], [1.424, -2.632, 0.938], [-3.008, 1.064, 0.242], [-2.353, 0.113, 0.424], [-0.257, 1.305, 0.426], [1.703, -0.251, -0.208], [1.761, -0.108, -1.635], [1.768, -0.031, -2.777], [-2.322, -0.020, 1.433], [-0.451, -1.037, 0.416], [0.971, 1.241, 0.421], [0.815, -1.252, 0.373], [2.737, -0.510, 0.315]],
  "forces_ev_per_angstrom": [[0.3, -0.5, -1.4], [0.9, -0.5, 0.2], [-0.3, 0.7, 0.1], [-1.3, 0.2, 2.9], [1.0, -1.0, 0.6], [1.7, -1.1, 0.3], [-3.2, 2.9, -3.7], [0.4, 1.4, 0.0], [1.3, 2.2, 3.2], [-0.3, -0.7, 0.1], [0.1, 0.2, -0.4], [0.2, -0.6, 2.8], [1.8, -1.3, -1.1], [1.9, -3.4, -1.0], [-2.5, 0.3, -1.1], [-2.0, 1.0, -1.5]]
}

{
  "formula": "C5H5ClO",
  "method": "ωB97M-V with the def2-TZVPD basis set",
  "relative_energy_kcal_mol": 29.8,
  "e_homo_ev": -8.44,
  "gap_ev": 9.34,
  "smiles": "Cc1coc(Cl)c1",
  "e_tot_ha": -728.8758,
  "species": ["H", "C", "C", "C", "H", "H", "H", "C", "Cl", "H", "O", "C"],
  "xyz": [[-2.666, 0.280, -0.096], [1.858, 0.114, 0.006], [-1.731, -0.518, 0.071], [0.801, -0.754, -0.188], [0.698, -1.903, 0.044], [-1.797, -1.466, -0.611], [-0.080, 2.534, -0.189], [-0.297, 0.139, -0.071], [3.486, -0.222, 0.007], [-1.926, -1.049, 1.027], [1.505, 1.359, 0.075], [0.150, 1.485, -0.077]],
  "forces_ev_per_angstrom": [[2.6, -2.3, 0.2], [-0.8, -2.3, -0.6], [-1.3, 0.7, -1.4], [0.3, -0.5, 2.3], [0.6, 2.7, -1.0], [-0.1, 2.2, 0.5], [-0.9, -0.4, 0.2], [-3.3, 0.7, -0.4], [1.4, -0.2, 0.2], [0.5, 1.0, 0.0], [0.7, 1.7, -0.8], [0.2, -3.1, 0.7]]
}

- Number 2 is which compound?
  C5H5Cl4N

- Which formula does entry 6 have?
  C5H5ClO